{"formula": "C4H7NO2", "method": "ωB97M-V/def2-TZVPD", "e_above_lowest_ev": 3.887, "max_force_ha_per_bohr": 0.011, "total_energy_ev": -9843.3932, "e_homo_ev": -9.8756, "smiles": "C/C(=N\\O)[C@H]1CO1", "elements": ["C", "C", "N", "O", "C", "C", "O", "H", "H", "H", "H", "H", "H", "H"], "coordinates": [[1.3496, 0.5317, 0.9792], [0.3460, 0.0733, -0.0406], [0.6424, -0.6995, -1.0122], [2.0371, -0.9375, -1.0262], [-1.0896, 0.4759, 0.1033], [-2.1445, -0.0939, -0.7315], [-1.9717, -0.5196, 0.6129], [2.1970, 1.0189, 0.4909], [0.9036, 1.2032, 1.7152], [1.7531, -0.3431, 1.5015], [2.1327, -1.8467, -0.7207], [-1.2395, 1.4650, 0.5398], [-3.0431, 0.4938, -0.9190], [-1.8731, -0.8216, -1.4926]], "atomic_forces_ev_per_a": [[0.0, 0.1, 0.1], [0.1, -0.2, -0.2], [-0.3, 0.4, 0.3], [0.2, -0.1, 0.1], [0.1, 0.2, -0.1], [-0.1, 0.0, -0.3], [-0.1, -0.1, 0.2], [-0.1, 0.0, 0.1], [0.0, -0.1, -0.1], [-0.1, 0.2, 0.0], [0.0, -0.2, -0.2], [0.0, -0.2, -0.1], [0.2, -0.1, 0.0], [0.0, 0.1, 0.1]]}

{"formula": "C4H7NO2", "method": "ωB97M-V/def2-TZVPD", "e_above_lowest_ev": 6.583, "max_force_ha_per_bohr": 0.012, "total_energy_ev": -9840.6967, "e_homo_ev": -8.8324, "elements": ["C", "C", "N", "O", "C", "C", "O", "H", "H", "H", "H", "H", "H", "H"], "coordinates": [[-1.2345, -1.0906, -0.1594], [-0.3651, 0.1269, -0.0168], [-0.7328, 1.2246, 0.5208], [-2.0402, 1.1610, 0.9636], [1.0265, 0.1096, -0.5795], [2.0833, 1.0330, -0.1014], [1.9379, -0.8054, 0.1015], [-2.0414, -0.9067, -0.8787], [-0.6501, -1.9510, -0.4965], [-1.7129, -1.3332, 0.7941], [-2.1700, 2.0314, 1.3627], [1.0235, -0.2224, -1.6237], [2.8473, 1.0650, -0.8955], [2.0285, -0.4422, 1.0088]], "atomic_forces_ev_per_a": [[0.0, 0.0, 0.0], [-0.1, 0.3, 0.1], [0.4, -0.4, -0.3], [-0.2, 0.2, 0.2], [0.0, 0.1, 0.0], [0.0, 0.1, -0.3], [0.1, 0.0, 0.1], [0.1, 0.0, 0.1], [-0.1, 0.1, 0.0], [0.1, 0.0, -0.1], [0.0, -0.2, -0.1], [0.0, 0.1, 0.1], [-0.1, 0.0, 0.0], [-0.1, -0.3, 0.1]]}

{"formula": "C4H7NO2", "method": "ωB97M-V/def2-TZVPD", "e_above_lowest_ev": 1.367, "max_force_ha_per_bohr": 0.018, "total_energy_ev": -9845.9126, "e_homo_ev": -10.0838, "smiles": "C[C@@H](C=O)C(N)=O", "elements": ["C", "C", "C", "O", "C", "O", "N", "H", "H", "H", "H", "H", "H", "H"], "coordinates": [[-1.0972, -1.0130, 0.9851], [-0.3322, -0.1515, -0.0064], [-1.0248, 1.1607, -0.3140], [-2.1889, 1.3603, -0.0694], [1.1629, -0.0080, 0.1536], [1.8276, -0.2974, 1.1120], [1.6912, 0.3681, -1.1415], [-1.2863, -0.4910, 1.9295], [-2.0717, -1.2679, 0.5602], [-0.5562, -1.9368, 1.2083], [-0.2611, -0.5491, -1.0361], [-0.4117, 1.9117, -0.8482], [2.3686, -0.3393, -1.4128], [2.1796, 1.2532, -1.1202]], "atomic_forces_ev_per_a": [[0.0, -0.1, 0.0], [-0.1, -0.2, 0.0], [-0.3, 0.1, 0.0], [0.6, 0.0, 0.0], [0.1, -0.1, 0.2], [-0.4, 0.2, -0.3], [0.4, 0.1, -0.1], [0.1, 0.0, -0.2], [0.1, 0.0, 0.1], [0.0, 0.2, -0.1], [-0.7, -0.5, 0.3], [-0.1, 0.0, 0.0], [0.1, 0.1, 0.0], [0.2, 0.1, 0.2]]}

{"formula": "C4H7NO2", "method": "ωB97M-V/def2-TZVPD", "e_above_lowest_ev": 1.368, "max_force_ha_per_bohr": 0.011, "total_energy_ev": -9845.9114, "e_homo_ev": -9.4837, "smiles": "O=C1CNC[C@@H]1O", "elements": ["O", "C", "C", "N", "C", "C", "O", "H", "H", "H", "H", "H", "H", "H"], "coordinates": [[-1.0094, 0.4568, -1.9778], [-0.7513, 0.0782, -0.6647], [0.1637, -1.1201, -0.4683], [0.4193, -0.9881, 0.9699], [0.7339, 0.4187, 1.2287], [-0.0606, 1.1481, 0.1602], [-0.1427, 2.3365, -0.0308], [-1.7288, 1.0965, -1.9043], [-1.6846, -0.1447, -0.1348], [-0.3371, -2.0630, -0.7072], [1.0620, -1.0270, -1.1046], [1.1325, -1.6203, 1.3068], [1.7948, 0.6864, 1.1038], [0.4082, 0.7422, 2.2230]], "atomic_forces_ev_per_a": [[-0.2, 0.0, -0.2], [-0.1, -0.1, 0.1], [-0.1, 0.0, -0.2], [0.2, -0.1, 0.0], [0.1, 0.2, 0.1], [-0.1, 0.4, 0.1], [0.1, -0.5, 0.2], [0.2, 0.1, -0.4], [-0.1, -0.1, 0.1], [0.1, 0.1, 0.1], [-0.1, 0.1, 0.1], [0.0, 0.1, -0.1], [-0.1, 0.0, 0.0], [0.1, -0.1, -0.1]]}

{"formula": "C4H7NO2", "method": "ωB97M-V/def2-TZVPD", "e_above_lowest_ev": 2.189, "max_force_ha_per_bohr": 0.028, "total_energy_ev": -9845.0903, "e_homo_ev": -9.4213, "smiles": "O[C@@H]1CN=COC1", "elements": ["O", "C", "C", "O", "C", "N", "C", "H", "H", "H", "H", "H", "H", "H"], "coordinates": [[-1.1146, -0.6263, 1.3377], [-0.9508, 0.0100, 0.0660], [-0.2189, 1.3430, 0.2721], [1.1930, 1.1163, 0.2858], [1.6817, -0.0922, -0.0886], [1.1958, -1.0105, -0.8006], [-0.2340, -0.9717, -1.0190], [-0.2880, -0.6740, 1.8413], [-1.9768, 0.1963, -0.2443], [-0.4944, 2.0870, -0.4855], [-0.4194, 1.8171, 1.2504], [2.6289, -0.2589, 0.4068], [-0.4169, -0.9916, -2.1255], [-0.6002, -1.9483, -0.6975]], "atomic_forces_ev_per_a": [[0.2, -0.4, -0.3], [0.0, -0.1, -0.7], [-0.2, -0.2, -0.3], [0.1, -0.1, 0.2], [0.4, -0.1, 0.0], [-0.1, 0.1, 0.8], [-0.4, 0.2, 0.8], [-0.1, 0.1, -0.4], [0.0, 0.1, -0.1], [0.3, -0.3, -0.2], [-0.3, -0.5, -0.4], [0.5, 0.3, -0.4], [-0.4, 1.0, 1.0], [0.0, -0.1, 0.0]]}

{"formula": "C4H7NO2", "method": "ωB97M-V/def2-TZVPD", "e_above_lowest_ev": 3.680, "max_force_ha_per_bohr": 0.100, "total_energy_ev": -9843.5996, "e_homo_ev": -9.6803, "smiles": "C=CC(=O)N(C)O", "elements": ["C", "C", "C", "C", "N", "O", "O", "H", "H", "H", "H", "H", "H", "H"], "coordinates": [[1.6098, -1.8764, 1.1059], [0.6816, -1.3995, 0.3500], [0.4183, 0.0725, 0.2233], [-1.0772, 1.9112, -0.4673], [-0.5340, 0.5584, -0.5867], [1.0210, 0.8162, 0.9567], [-0.9957, -0.2749, -1.6815], [1.6954, -2.8345, 1.4834], [2.2314, -1.0033, 1.5498], [0.1961, -2.0306, -0.3294], [-2.0375, 1.9725, 0.0426], [-0.2342, 2.4235, 0.0912], [-1.2643, 2.3995, -1.4815], [-1.7108, -0.7347, -1.2564]], "atomic_forces_ev_per_a": [[2.2, 4.0, 2.3], [-1.3, 0.7, -2.4], [1.1, -0.8, 0.5], [1.3, 0.8, -1.0], [-1.6, -0.5, -2.0], [0.6, 1.2, 1.0], [0.8, 1.3, 1.4], [0.5, -1.9, 0.0], [-0.8, -1.9, -0.1], [-1.4, -1.0, -0.5], [0.1, -0.3, 0.4], [-1.4, -0.1, -0.6], [0.7, -0.8, 1.2], [-0.8, -0.6, 0.0]]}

{"formula": "C4H7NO2", "method": "ωB97M-V/def2-TZVPD", "e_above_lowest_ev": 1.887, "max_force_ha_per_bohr": 0.010, "total_energy_ev": -9845.3929, "e_homo_ev": -9.9929, "smiles": "[H]/N=C(\\C)OCC=O", "elements": ["C", "C", "N", "O", "C", "C", "O", "H", "H", "H", "H", "H", "H", "H"], "coordinates": [[-1.7422, -0.0862, -0.5626], [-0.7143, 0.2167, 0.4999], [-0.5605, 1.3026, 1.1266], [0.0905, -0.8686, 0.7251], [1.4943, -0.7109, 0.5962], [1.8266, -0.0403, -0.7271], [2.6011, 0.8749, -0.8364], [-2.7525, -0.0585, -0.1483], [-1.6724, 0.6670, -1.3548], [-1.5576, -1.0709, -0.9940], [-1.2713, 1.9691, 0.8165], [1.9676, -0.1555, 1.4102], [1.8752, -1.7396, 0.5764], [1.2987, -0.4624, -1.6127]], "atomic_forces_ev_per_a": [[-0.1, 0.0, 0.0], [-0.1, 0.3, 0.0], [0.0, -0.4, -0.3], [-0.1, -0.1, -0.2], [0.2, 0.1, 0.1], [0.3, 0.3, 0.0], [-0.3, -0.5, 0.0], [0.1, 0.0, 0.0], [-0.1, -0.1, 0.1], [-0.1, 0.1, 0.1], [0.2, -0.1, 0.1], [-0.2, 0.0, 0.0], [0.1, 0.2, 0.0], [0.0, 0.1, 0.1]]}

{"formula": "C4H7NO2", "method": "ωB97M-V/def2-TZVPD", "e_above_lowest_ev": 2.292, "max_force_ha_per_bohr": 0.093, "total_energy_ev": -9844.9874, "e_homo_ev": -10.0101, "smiles": "CC(=O)NCC=O", "elements": ["C", "C", "N", "C", "C", "O", "O", "H", "H", "H", "H", "H", "H", "H"], "coordinates": [[0.8678, -1.7137, 0.7776], [1.0059, -0.8708, -0.5755], [0.5082, 0.4547, -0.6311], [-0.6688, 0.8397, 0.1524], [-1.5526, 1.8380, -0.4524], [-2.6710, 2.0356, 0.0518], [1.7812, -1.3122, -1.4910], [1.7385, -1.4333, 1.4583], [0.8764, -2.8121, 0.5372], [-0.0379, -1.4053, 1.4323], [1.0878, 1.1987, -1.1305], [-0.6081, 1.0946, 1.2303], [-1.0670, -0.1134, 0.1027], [-1.2606, 2.1993, -1.4620]], "atomic_forces_ev_per_a": [[-0.8, 1.1, 0.3], [3.4, -0.6, -1.7], [1.8, 0.9, -0.2], [2.0, 0.0, 0.7], [-3.6, -0.3, 0.0], [2.8, 0.2, -1.3], [-3.0, 1.7, 3.3], [-0.8, -0.4, -1.2], [0.0, 1.3, 0.3], [1.3, -0.8, -1.3], [-1.1, -1.9, 0.8], [0.8, 0.0, -0.4], [-2.5, -1.4, 0.5], [-0.2, 0.5, 0.3]]}